1.
Computed, not measured: a molecular structure, C18H27BrNO4P2Pb in a non-equilibrium geometry, with ωB97M-V/def2-TZVPD.

Summary:
Net charge = +1
Spin multiplicity = 1
Largest force on an atom = 4.72 eV/Å
LUMO level = -0.10075 Ha
HOMO energy = -0.37888 Eh
Molecular weight = 670.47 g mol⁻¹

XYZ file:
```
54
C18H27BrNO4P2Pb ωB97M-V/def2-TZVPD
Pb -0.02526 -1.20386 0.53051
P -2.29412 -0.26988 -0.74221
C -2.03366 -0.08282 -2.48491
C -0.76858 0.60290 -2.86066
N 0.29440 0.40979 -2.04898
C 1.48555 0.90129 -2.42701
C 1.67038 1.66297 -3.58642
C 0.56532 1.92544 -4.38836
C -0.66764 1.42488 -3.99117
C 2.69411 0.59532 -1.56369
P 2.50287 -0.87509 -0.47669
H -1.57114 1.57894 -4.58217
H 2.68118 2.00035 -3.83231
H 0.68501 2.47490 -5.32072
H 3.57060 0.43243 -2.21709
H 2.86589 1.44139 -0.87419
H -1.99819 -1.24086 -3.02674
H -2.89078 0.38096 -3.00347
H -1.26235 -3.02226 -2.92938
O -1.73152 -2.39417 -3.54466
H -2.13280 -2.64963 -4.37244
H -0.50263 -3.28992 -0.97755
O -0.54929 -3.73197 -1.75511
H 0.23725 -4.11149 -2.07485
C 2.96302 -2.21916 -1.62182
H 3.98010 -2.05734 -2.00701
H 2.92523 -3.16902 -1.06796
H 2.24801 -2.23303 -2.45936
C 3.88827 -0.76567 0.68802
H 3.85533 -1.67083 1.30586
H 4.86391 -0.68382 0.19912
H 3.70541 0.10854 1.32381
C -2.87755 1.19307 0.18307
H -3.88972 1.47691 -0.13097
H -2.90455 1.01067 1.26816
H -2.19766 2.03877 0.03859
C -3.65427 -1.45451 -0.67318
H -3.92865 -1.66538 0.37199
H -4.51725 -1.03054 -1.20304
H -3.34154 -2.39413 -1.15915
Br -0.76115 3.50831 2.66051
C -0.36531 2.46577 4.16489
C -0.44822 3.07154 5.43440
C -0.26715 2.28547 6.60083
C 0.01056 0.91810 6.48082
C 0.13644 0.33010 5.22331
C -0.01423 1.09773 4.05985
C 0.07488 0.37856 2.77187
O -0.08523 -0.90421 2.81542
O 0.27032 0.97154 1.64927
H -0.64407 4.12606 5.51797
H -0.32876 2.74081 7.58640
H 0.13957 0.30338 7.37436
H 0.33964 -0.73725 5.15424
```

Atomic partial charges in e from the Mulliken method, atoms 1 to 5: 0.85 0.48 -0.69 0.44 0.33

***

2.
Computed, not measured: a molecular structure, C3H3LiLuO2 in a non-equilibrium geometry, with ωB97M-V/def2-TZVPD.

Summary:
Net charge = +3
Spin multiplicity = 1
Largest force on an atom = 5.12 eV/Å
LUMO level (spin up / spin down) = -0.55585 / -0.55526 Ha
HOMO energy (spin up / spin down) = -0.79524 / -0.75231 Eh
Molecular weight = 252.96 g mol⁻¹

XYZ file:
```
10
C3H3LiLuO2 ωB97M-V/def2-TZVPD
H -2.36625 1.64022 -0.49626
O 1.15963 0.44082 0.38214
C 0.21110 -0.43645 0.62272
C -0.31634 -1.37603 -0.16676
C -1.32243 1.30219 -0.41169
O -1.32932 0.08858 -0.02910
Lu 0.67801 2.47470 -0.21127
Li 2.88055 -0.26481 0.14341
H 0.25819 -2.00901 -0.83699
H 0.14686 -1.86020 1.00379
```

Atomic partial charges in e from the Mulliken method, atoms 1 to 5: 0.46 -0.61 0.63 -0.34 -0.33

***

3.
Computed, not measured: a molecular structure, C15H20Cl3N6O3Pd in a non-equilibrium geometry, with ωB97M-V/def2-TZVPD.

Summary:
Net charge = +3
Spin multiplicity = 5
Energy above the lowest of the compared OMol25 structures with the same formula, charge and spin = 0.0 kJ/mol
Largest force on an atom = 2.12 eV/Å
LUMO level (spin up / spin down) = -0.28235 / -0.40444 Ha
HOMO energy (spin up / spin down) = -0.62750 / -0.66158 Eh
⟨S²⟩ = 6.036
Molecular weight = 545.14 g mol⁻¹

XYZ file:
```
48
C15H20Cl3N6O3Pd ωB97M-V/def2-TZVPD
Pd -0.06470 0.03386 -0.53888
Cl -6.39188 0.47541 3.14022
C -4.74142 0.38103 2.78863
C -4.32136 0.36608 1.41924
C -3.00424 0.27765 1.09096
Cl -2.56947 0.34339 -0.56730
C -1.95619 0.33153 2.07733
O -0.71631 0.30020 1.73392
C -2.39511 0.33466 3.46740
Cl -1.19577 0.26428 4.68908
C -3.74299 0.33888 3.77416
H -5.10702 0.47566 0.66557
H -4.11088 0.34612 4.79620
C 3.26863 -1.14813 -3.25123
C 2.12238 -0.29721 -2.87737
O 1.30930 -0.68232 -1.99354
N 1.86163 0.81110 -3.56336
C 0.72673 1.72321 -3.29818
C 0.95099 2.52697 -2.06300
C 1.25188 3.87445 -2.14013
C 1.60370 4.57919 -0.98598
C 1.58721 3.93648 0.21586
C 1.16056 2.62884 0.27693
N 0.80475 1.95560 -0.84036
H 4.03686 -0.64104 -3.85787
H 2.86918 -2.02149 -3.83327
H 3.76138 -1.49011 -2.34996
H 2.45900 1.04033 -4.34190
H -0.19194 1.13233 -3.21597
H 0.61083 2.43137 -4.12514
H 1.16974 4.34642 -3.09614
H 1.82325 5.62426 -1.07153
H 1.84437 4.46607 1.15257
H 1.12385 2.05476 1.19164
N 2.07351 -2.42988 3.73590
N 1.40891 -1.76441 2.84790
H 2.18204 -3.43256 3.60730
H 2.18726 -2.00348 4.63056
H 1.09582 -0.83151 3.14779
H 1.09820 -2.12685 1.96639
N -0.55114 -4.27699 0.36792
C -0.54449 -3.17000 -0.39465
N -1.06226 -3.21269 -1.61817
O -0.05273 -2.11274 0.12181
H -1.02625 -5.11383 0.03586
H -0.22717 -4.21353 1.32581
H -1.45859 -4.02276 -2.03170
H -0.96008 -2.40858 -2.21134
```

Atomic partial charges in e from the Mulliken method, atoms 1 to 5: 0.44 -0.05 0.27 -0.63 0.75

***

4.
Computed, not measured: a molecular structure, C7H13N in a non-equilibrium geometry, with ωB97M-V/def2-TZVPD.

Summary:
Spin multiplicity = 1
Energy above the lowest of the compared OMol25 structures with the same formula, charge and spin = 482.8 kJ/mol
Largest force on an atom = 3.58 eV/Å
LUMO level (spin up / spin down) = 0.02717 / 0.02716 Ha
HOMO energy (spin up / spin down) = -0.29238 / -0.29235 Eh
Molecular weight = 111.19 g mol⁻¹

XYZ file:
```
21
C7H13N ωB97M-V/def2-TZVPD
C -0.03445 1.85958 -1.08497
C 0.77366 -0.76140 -1.43428
C 0.74449 0.83990 -0.25308
N 2.01139 1.05480 0.06054
H 2.16866 0.94771 1.06289
H 0.59113 2.18858 -1.91561
H -0.96861 1.44818 -1.47115
H 1.43601 -1.56204 -1.10383
H 1.41682 -0.15444 -2.07413
H -0.02341 -1.09495 -2.10375
H -0.26700 2.72229 -0.45598
C -0.62979 0.80376 2.02463
C -0.98624 -2.33356 0.18533
C -0.38465 -1.00274 0.19868
C -0.18576 0.14177 0.76387
H 0.23875 1.12189 2.60800
H -1.23869 0.13774 2.63610
H -1.21447 1.69956 1.79788
H -0.22331 -3.11252 0.09775
H -1.54455 -2.49971 1.11392
H -1.68000 -2.44439 -0.65280
```

Atomic partial charges in e from the Mulliken method, atoms 1 to 5: -1.31 -1.51 1.24 -0.84 0.26

***

5.
Computed, not measured: 7 unconnected molecules or ions with the total composition C37H63ClN5O14 in a non-equilibrium geometry, with ωB97M-V/def2-TZVPD.

Summary:
Net charge = +1
Spin multiplicity = 1
Largest force on an atom = 3.84 eV/Å
LUMO level = -0.07363 Ha
HOMO energy = -0.41349 Eh
Molecular weight = 837.38 g mol⁻¹

XYZ file:
```
120
C37H63ClN5O14 ωB97M-V/def2-TZVPD
C -0.00993 3.01683 1.91261
C -0.29485 4.00790 0.73993
C -0.99738 3.21523 -0.38982
Cl 0.17510 2.44797 -1.51641
N -2.03575 3.99243 -1.09013
C -1.77667 5.39734 -1.35267
C -0.41749 5.67834 -2.04833
N -0.32524 4.99831 -3.35834
C -3.11185 3.28523 -1.39536
N -3.34038 1.98025 -1.19620
C -4.52094 1.61574 -1.60547
C -5.06952 0.18593 -1.50615
O -6.33082 0.04768 -2.12764
C -7.30740 0.48326 -1.18127
N -5.07430 2.73081 -2.10513
N -4.23857 3.75710 -1.98454
C -4.76775 5.04128 -2.45131
C -5.07065 6.02329 -1.28241
C -6.49909 5.83169 -0.75930
C -6.99207 7.00641 0.09725
O -6.26389 7.07230 1.32461
H -0.90976 2.91083 2.53006
H 0.29114 2.03252 1.54529
H 0.77677 3.45965 2.52623
H -0.93667 4.78712 1.15663
H 0.68791 4.36972 0.43233
H -1.45187 2.38005 0.13921
H -1.74774 5.98170 -0.42281
H -2.48328 5.91328 -1.99557
H 0.43645 5.52904 -1.38572
H -0.45052 6.75854 -2.25346
H -0.13247 5.72089 -4.04758
H 0.53818 4.46081 -3.34348
H -5.16396 -0.07271 -0.44294
H -4.35159 -0.51478 -1.94024
H -7.30139 -0.13752 -0.27510
H -7.15631 1.52392 -0.84829
H -8.30016 0.44395 -1.63516
H -6.00385 2.74565 -2.50337
H -4.10481 5.54103 -3.16108
H -5.71050 4.90359 -2.98709
H -4.32783 5.92969 -0.48404
H -4.95852 7.03356 -1.69719
H -6.64094 4.91003 -0.17733
H -7.17241 5.76789 -1.63030
H -6.92239 7.94348 -0.46532
H -8.05518 6.87958 0.34608
H -6.73332 6.48622 1.93157
O 2.68591 3.34623 4.50390
C 2.99971 2.22274 4.22180
O 2.22344 1.40666 3.47274
C 2.82155 0.09269 3.40141
C 4.29130 0.31143 3.70021
C 4.25148 1.49434 4.66006
H 2.33768 -0.54921 4.14250
H 2.66626 -0.32927 2.41026
H 4.78335 -0.57047 4.10689
H 4.81596 0.59646 2.78573
H 4.13087 1.17283 5.69537
H 5.12715 2.12889 4.55608
O 3.34292 -1.11850 0.62652
C 2.98861 -2.26502 0.65873
O 3.18754 -3.06293 1.73567
C 2.75485 -4.40105 1.43090
C 1.77123 -4.25539 0.28767
C 2.32179 -3.04493 -0.45342
H 3.62844 -4.99403 1.14790
H 2.29755 -4.84473 2.31341
H 1.69235 -5.14851 -0.32540
H 0.77650 -4.02684 0.67888
H 3.07576 -3.32638 -1.18951
H 1.53391 -2.46141 -0.92168
O 1.89542 -4.98528 -3.00964
C 1.55620 -6.13429 -2.97217
O 1.74799 -6.93810 -1.89537
C 1.33012 -8.28205 -2.21190
C 0.35735 -8.13183 -3.36897
C 0.90716 -6.91258 -4.09538
H 2.21233 -8.86553 -2.48081
H 0.86380 -8.73273 -1.33866
H 0.28947 -9.02322 -3.98995
H -0.64189 -7.91135 -2.98762
H 1.67204 -7.18137 -4.82545
H 0.12122 -6.32879 -4.56702
O 6.74741 -1.75672 7.53681
C 7.13022 -0.65362 7.28392
O 6.32497 0.31173 6.76171
C 7.10568 1.48543 6.46926
C 8.33625 1.37970 7.35403
C 8.54101 -0.12765 7.43936
H 7.35807 1.47885 5.40569
H 6.51849 2.37561 6.68595
H 9.19545 1.92090 6.96145
H 8.11410 1.77707 8.34599
H 9.14997 -0.50468 6.61620
H 8.96418 -0.42972 8.39334
O 5.06429 -8.38391 -0.45253
C 5.78546 -7.91882 0.38130
O 7.01416 -7.41670 0.10772
C 7.67206 -7.03760 1.32919
C 6.55347 -6.82698 2.33568
C 5.51115 -7.83768 1.87046
H 8.34960 -7.84249 1.62249
H 8.25319 -6.13359 1.16047
H 6.87163 -6.96252 3.36789
H 6.15322 -5.81541 2.23867
H 5.67082 -8.82074 2.31574
H 4.49824 -7.49305 2.06255
O -8.04850 3.21660 -5.78203
C -7.64231 2.11941 -6.04096
O -8.34175 1.21154 -6.75508
C -7.62521 -0.03602 -6.79857
C -6.17543 0.32914 -6.52391
C -6.32265 1.52787 -5.59432
H -8.03848 -0.70047 -6.03653
H -7.75942 -0.49561 -7.77490
H -5.59699 -0.49110 -6.10184
H -5.68815 0.64038 -7.44932
H -6.39842 1.22397 -4.54709
H -5.50872 2.23747 -5.72769
```

Atomic partial charges in e from the Mulliken method, atoms 1 to 5: -1.50 -0.30 -0.72 -0.15 0.52

***

6.
Computed, not measured: 3 unconnected molecules or ions with the total composition C5H13NO2 in a non-equilibrium geometry, with ωB97M-V/def2-TZVPD.

Summary:
Spin multiplicity = 1
Energy above the lowest of the compared OMol25 structures with the same formula, charge and spin = 272.1 kJ/mol
Largest force on an atom = 1.58 eV/Å
LUMO level = 0.01472 Ha
HOMO energy = -0.33862 Eh
Molecular weight = 119.16 g mol⁻¹

XYZ file:
```
21
C5H13NO2 ωB97M-V/def2-TZVPD
C -0.81990 -0.70316 1.76041
N 0.17070 -0.13471 1.20726
C 0.09704 0.47513 -0.04345
C 1.28847 0.76355 -0.60322
C -1.23790 0.77201 -0.65413
C -1.31051 1.47329 -2.02364
H -0.63124 -1.11857 2.74894
H -1.81527 -0.84746 1.34410
H 1.27497 0.96835 -1.66678
H 2.23258 0.67357 -0.09226
H -1.86900 -0.13185 -0.69430
H -1.84106 1.36599 0.04863
H -1.97268 0.98101 -2.73961
H -1.84081 2.43546 -2.01554
H -0.31124 1.67558 -2.38932
O 3.16099 0.05212 2.23105
H 2.37769 0.03850 2.79253
H 3.52374 -0.83416 2.02159
O -0.15059 -2.98579 -0.64972
H -0.84515 -2.34004 -0.48262
H 0.51915 -2.57883 -0.09991
```

Atomic partial charges in e from the Mulliken method, atoms 1 to 5: -0.47 -0.24 0.30 -0.91 -0.10

***

7.
Computed, not measured: a molecular structure, C8H8N3O5PtS3 in a non-equilibrium geometry, with ωB97M-V/def2-TZVPD.

Summary:
Net charge = +1
Spin multiplicity = 1
Energy above the lowest of the compared OMol25 structures with the same formula, charge and spin = 89.2 kJ/mol
Largest force on an atom = 1.00 eV/Å
LUMO level = -0.24583 Ha
HOMO energy = -0.45983 Eh
Molecular weight = 517.45 g mol⁻¹

XYZ file:
```
28
C8H8N3O5PtS3 ωB97M-V/def2-TZVPD
Pt 0.39348 -2.28744 -1.28913
S 4.03833 -2.75424 1.32161
C 2.77523 -2.56240 0.35886
S 2.66524 -2.50528 -1.40075
S 1.08672 -2.65211 0.85229
O -0.85875 -0.07692 2.74037
C -1.43805 1.18266 2.42931
N -0.43776 2.20781 2.42259
C 0.36332 2.55963 1.38526
O 1.15584 3.47110 1.42435
C 0.27907 1.75238 0.10650
C 0.24397 2.43345 -1.10211
C 0.28288 1.71711 -2.28762
C 0.38281 0.34529 -2.23104
N 0.44216 -0.29544 -1.05113
C 0.38521 0.37440 0.10774
H -1.44355 -0.57144 3.32330
H -2.19952 1.45173 3.16002
H -1.90953 1.13927 1.44449
H -0.22073 2.68469 3.28652
H 0.19871 3.51460 -1.10264
H 0.25018 2.20354 -3.25135
H 0.43874 -0.26385 -3.12536
H 0.42519 -0.19955 1.02143
O -0.78350 -3.68791 -2.65687
N -1.87512 -3.25092 -2.16080
O -2.94912 -3.62286 -2.45386
O -1.69147 -2.30729 -1.27199
```

Atomic partial charges in e from the Mulliken method, atoms 1 to 5: 1.55 -0.09 0.26 -0.16 -0.24

***

8.
Computed, not measured: a molecular structure, C2H8OS in a non-equilibrium geometry, with ωB97M-V/def2-TZVPD.

Summary:
Spin multiplicity = 1
Energy above the lowest of the compared OMol25 structures with the same formula, charge and spin = 86.6 kJ/mol
Largest force on an atom = 3.35 eV/Å
LUMO level = 0.03222 Ha
HOMO energy = -0.32386 Eh
Molecular weight = 80.15 g mol⁻¹

XYZ file:
```
12
C2H8OS ωB97M-V/def2-TZVPD
S -0.67505 0.26156 0.93259
C 0.87974 -0.64141 1.02757
C -1.29458 -0.45494 -0.59860
H 1.40909 -0.31546 1.93870
H 1.52110 -0.43341 0.15464
H 0.71118 -1.72972 1.08894
H -0.61577 -0.25015 -1.44352
H -1.42569 -1.54646 -0.50922
H -2.27519 0.00050 -0.81676
O 0.75127 1.43378 -0.84011
H 0.85240 2.41231 -0.86313
H 0.16150 1.26340 -0.07109
```

Atomic partial charges in e from the Mulliken method, atoms 1 to 5: -0.20 -0.78 -0.78 0.28 0.35

***

9.
Computed, not measured: a molecular structure, C27H31AgIO5PS2Si in a non-equilibrium geometry, with ωB97M-V/def2-TZVPD.

Summary:
Net charge = -2
Spin multiplicity = 1
Energy above the lowest of the compared OMol25 structures with the same formula, charge and spin = 0.0 kJ/mol
Largest force on an atom = 1.08 eV/Å
LUMO level = 0.14695 Ha
HOMO energy = -0.01101 Eh
Molecular weight = 793.51 g mol⁻¹

XYZ file:
```
69
C27H31AgIO5PS2Si ωB97M-V/def2-TZVPD
Ag 0.39483 -1.13908 -1.42784
I 2.84472 0.13641 0.19547
C 2.54369 0.80530 2.14778
C 3.60864 0.53432 2.96859
C 3.67832 1.00340 4.29563
C 2.68269 1.79514 4.76461
C 1.55594 2.09493 3.95638
C 0.57736 2.96382 4.49992
C -0.52822 3.29489 3.78576
C -0.72584 2.69482 2.52761
C 0.16123 1.81716 1.96031
P -0.44186 0.92234 0.41104
C -0.77533 2.39673 -0.64438
C 0.18816 2.70170 -1.60176
C 0.03231 3.80033 -2.43481
C -1.09634 4.59843 -2.33530
C -2.08073 4.28324 -1.40695
C -1.92102 3.18684 -0.57341
C -2.12734 0.44361 0.94921
C -2.43047 0.09311 2.26518
C -3.67582 -0.42399 2.59364
C -4.63420 -0.60946 1.60689
C -4.32751 -0.29496 0.29015
C -3.08227 0.21742 -0.04512
C 1.40806 1.55207 2.64372
H 4.43731 -0.03672 2.57283
H 4.53574 0.75511 4.90920
H 2.72230 2.21638 5.76312
H 0.74237 3.35870 5.49666
H -1.27318 3.97239 4.18539
H -1.65027 2.90495 2.00620
H 1.03669 2.04423 -1.73349
H 0.77916 4.00068 -3.19267
H -1.22747 5.44355 -3.00142
H -2.98376 4.87985 -1.34358
H -2.71404 2.92854 0.11893
H -1.68820 0.21024 3.04532
H -3.88915 -0.69338 3.62180
H -5.60270 -1.02622 1.85916
H -5.04664 -0.48022 -0.49846
H -2.82636 0.38015 -1.08890
O -1.79425 -0.52733 -2.65366
S -0.82884 -0.55214 -3.78815
O -1.46627 -0.20307 -5.06027
O 0.27418 0.42163 -3.45397
O -0.21035 -1.91646 -3.85333
C 4.02334 -0.88362 -4.82908
S 2.41052 -1.37623 -4.18175
C 2.56960 -3.11603 -4.57317
O 2.66671 -1.34494 -2.69535
H 4.09451 -1.12343 -5.89274
H 4.80373 -1.38593 -4.25540
H 4.09856 0.19568 -4.70105
H 2.66499 -3.25741 -5.65134
H 1.64749 -3.57196 -4.21603
H 3.43489 -3.50351 -4.03368
C -2.03234 -3.52205 0.14457
Si -0.19545 -2.99220 0.13117
C 0.12236 -2.62993 2.01051
C 0.65627 -4.71059 -0.01400
H -2.24133 -4.20950 0.97641
H -2.28622 -4.02057 -0.79624
H -2.69871 -2.65938 0.23166
H -0.61315 -3.12175 2.66109
H 0.09483 -1.55648 2.23521
H 1.12076 -2.98327 2.29583
H 0.27031 -5.41876 0.73336
H 1.73862 -4.61885 0.12532
H 0.49441 -5.13870 -1.00835
```

Atomic partial charges in e from the Mulliken method, atoms 1 to 5: 1.35 0.10 -0.05 -0.61 -0.77